2 unconnected molecules or ions with the total composition C4H4N2O. Source: OMol25; level of theory: ωB97M-V/def2-TZVPD.

Last columns: bonded neighbours and bond lengths (Å).
Cartesian coordinates (Å):
1 H -0.444 -0.568 -1.910  C7 1.090
2 H 0.115 1.140 -1.504  C7 1.090
3 N 0.512 0.990 2.536  C8 1.157
4 H -1.475 -1.158 1.140  C9 1.103
5 O -2.221 0.621 0.495  C9 1.201
6 H 1.799 -0.806 0.271  C11 1.084
7 C 0.342 0.074 -1.513  H1 1.090, H2 1.090, N10 1.521, C11 1.451
8 C -0.355 0.544 1.914  N3 1.157, C9 1.479
9 C -1.444 -0.056 1.114  H4 1.103, O5 1.201, C8 1.479
10 N 1.770 -0.314 -1.864  C7 1.521, C11 1.251
11 C 1.400 -0.467 -0.679  H6 1.084, C7 1.451, N10 1.251

As for the highest occupied orbital energy: -10.6 eV. The structure (SMILES) is C1=NC1.N#CC=O. The value obtained for the energy relative to the best compared isomer or geometry (same formula, charge and spin) is 86.6 kcal per mole. As for the orbital gap: 9.61 eV.